Record 1
The following is a DFT calculation (the ωB97M-V functional and the def2-TZVPD basis) of a cluster of 5 separate species, H11O5 in total at a distorted geometry.

Computed properties:
- Total charge: +1
- Maximum force: 1.367 eV/Å
- Energy relative to the best compared isomer or geometry (same formula, charge and spin): 0.624 eV
- Orbital gap: 11.440 eV
- LUMO: -2.99 eV
- Highest occupied orbital energy: -14.432 eV

XYZ file:
```
16
H11O5, DFT the ωB97M-V functional and the def2-TZVPD basis
O -2.7598 0.0337 -1.0622
H -3.4399 0.5804 -0.6584
H -3.2488 -0.5239 -1.6754
O -1.0942 -1.4736 2.0798
H -0.5896 -2.2752 2.2615
H -1.5593 -1.2449 2.8897
O 0.6936 2.1831 -0.6082
H 1.0347 2.9327 -0.0953
H 1.5046 1.9191 -1.0753
O 3.6091 -0.4939 -0.8793
H 4.5243 -0.2494 -0.6880
H 3.7607 -1.3773 -1.2319
O -0.4308 -0.0903 0.1501
H -1.2255 -0.0598 -0.4439
H -0.6870 -0.7029 0.9660
H -0.0920 0.8423 0.0708
```

Charges obtained by Mulliken population analysis, quoted in units of e:
1. O -0.6498
2. H 0.3157
3. H 0.3266
4. O -0.5987
5. H 0.3370
6. H 0.3324
7. O -0.7230
8. H 0.3459
9. H 0.3501
10. O -0.6257
11. H 0.3204
12. H 0.3197
13. O -0.4690
14. H 0.4538
15. H 0.4998
16. H 0.4649

Record 2
The following is a DFT calculation (the ωB97M-V functional and the def2-TZVPD basis) of a cluster of 3 separate species, C6H16BClFN3O6S in total.

Computed properties:
- SMILES: O=S(=O)(F)N(Cl)B(O)O.CNC(C)=O.CNC(C)=O
- Total charge: 0
- Maximum force: 0.927 eV/Å
- Orbital gap: 9.343 eV
- LUMO: -0.02 eV
- Highest occupied orbital energy: -9.363 eV

XYZ file:
```
35
C6H16BClFN3O6S, DFT the ωB97M-V functional and the def2-TZVPD basis
O -0.6431 2.8902 2.8450
S -1.0134 2.7624 4.2078
O -1.8132 1.6592 4.5996
F -1.7747 4.0438 4.6163
N 0.3105 2.8452 5.2218
Cl 0.4795 4.2992 6.1277
B 1.6440 2.4762 4.5766
O 2.1700 3.1808 3.5439
O 2.3402 1.4450 5.1514
H 2.0692 2.6462 2.7427
H 1.9217 0.5884 5.0362
C 1.6983 0.0881 -0.9110
C 1.2660 1.3678 -0.2386
O 1.8448 1.8126 0.7464
N 0.2045 2.0172 -0.7599
C -0.5972 1.6387 -1.9111
H 2.5562 -0.3090 -0.3765
H 0.8904 -0.6442 -0.8906
H 1.9852 0.2765 -1.9460
H -0.0366 2.8598 -0.2613
H -0.5558 2.4337 -2.6594
H -1.6335 1.5006 -1.6048
H -0.2424 0.7159 -2.3482
C -1.5024 -2.6050 -4.0989
C -1.1897 -2.4886 -2.6262
O -1.2401 -1.4186 -2.0367
N -0.8467 -3.6232 -1.9665
C -0.7338 -4.9714 -2.4920
H -1.7567 -1.6195 -4.4756
H -0.6378 -2.9790 -4.6482
H -2.3494 -3.2720 -4.2617
H -0.6533 -3.4762 -0.9884
H -1.4217 -5.6342 -1.9652
H 0.2817 -5.3431 -2.3472
H -0.9671 -4.9949 -3.5504
```

Charges obtained by Mulliken population analysis, quoted in units of e:
1. O -0.4448
2. S 1.1435
3. O -0.5665
4. F -0.2186
5. N -0.0143
6. Cl -0.0464
7. B 0.4645
8. O -0.5282
9. O -0.4832
10. H 0.4092
11. H 0.3210
12. C -1.1412
13. C 0.7042
14. O -0.6643
15. N -0.0985
16. C -0.7290
17. H 0.3092
18. H 0.2305
19. H 0.3634
20. H 0.2166
21. H 0.2902
22. H 0.2716
23. H 0.2116
24. C -1.3652
25. C 0.8211
26. O -0.6235
27. N -0.1590
28. C -0.8740
29. H 0.2873
30. H 0.3711
31. H 0.3867
32. H 0.2343
33. H 0.2936
34. H 0.2939
35. H 0.3329

Record 3
The following is a DFT calculation (the ωB97M-V functional and the def2-TZVPD basis) of the molecule C4H9N at a distorted geometry.

Computed properties:
- SMILES: C[C@H]1CN1C
- Total charge: 0
- Maximum force: 1.932 eV/Å
- Energy relative to the best compared isomer or geometry (same formula, charge and spin): 2.379 eV
- Orbital gap: 9.158 eV
- LUMO: 1.17 eV
- Highest occupied orbital energy: -7.985 eV

XYZ file:
```
14
C4H9N, DFT the ωB97M-V functional and the def2-TZVPD basis
C 0.8585 1.6752 0.3997
C 0.7825 0.1260 -0.0179
C 0.1211 -0.6320 1.0878
N -0.5336 -0.4253 -0.1632
C -1.2677 -1.2044 -1.1319
H 1.6707 1.9002 1.1202
H 1.0482 2.2324 -0.5067
H -0.0254 2.1804 0.8630
H 1.6068 -0.2505 -0.6433
H -0.0441 0.2316 1.7387
H 0.3383 -1.6235 1.4984
H -0.8384 -2.1445 -1.5305
H -2.2474 -1.4565 -0.7019
H -1.4626 -0.5473 -1.9886
```

Charges obtained by Mulliken population analysis, quoted in units of e:
1. C -1.3032
2. C -0.0814
3. C -0.4566
4. N -0.1193
5. C -0.7733
6. H 0.3320
7. H 0.3265
8. H 0.3430
9. H 0.3529
10. H 0.1885
11. H 0.3416
12. H 0.2864
13. H 0.2836
14. H 0.2794

Record 4
The following is a DFT calculation (the ωB97M-V functional and the def2-TZVPD basis) of a structure of composition C31H33ClMnN2O2Si2 at a distorted geometry.

Computed properties:
- Total charge: +1
- Expectation value of S²: 6.165
- Multiplicity: 5
- Maximum force: 3.625 eV/Å
- Energy relative to the best compared isomer or geometry (same formula, charge and spin): 2.100 eV
- Orbital gap (alpha / beta): 5.089 / 5.214 eV
- LUMO (alpha / beta): -4.31 / -4.32 eV
- Highest occupied orbital energy (alpha / beta): -9.398 / -9.533 eV

XYZ file:
```
72
C31H33ClMnN2O2Si2, DFT the ωB97M-V functional and the def2-TZVPD basis
C -1.1478 -0.3170 0.3760
C -1.8172 -0.0268 -0.8500
C -1.5164 -1.0634 -1.7687
H -2.5058 0.8021 -1.0105
C -0.7118 -2.0456 -1.1103
C -0.4944 -1.5993 0.2398
H -0.0397 -2.1763 1.0517
H -1.2530 0.2463 1.3123
H -1.9595 -1.1833 -2.7518
H -0.4114 -3.0079 -1.5166
Mn 0.6679 -0.3325 -1.0697
Si 1.6191 0.7674 -4.0949
C 0.4174 2.1912 -4.1210
C 0.9519 3.4175 -4.5289
H 2.0303 3.4961 -4.6764
C 0.0942 4.4869 -4.7824
H 0.5168 5.4322 -5.1354
C -1.2855 4.3550 -4.5796
H -1.9451 5.2058 -4.7978
C -1.8051 3.1489 -4.0984
H -2.8801 3.0599 -3.9169
C -0.9568 2.0612 -3.8679
H -1.3846 1.1216 -3.5123
C 0.3636 -0.9638 -4.6431
C -0.9701 -0.9746 -5.2922
H -1.6338 -0.1116 -5.2782
C -1.6090 -2.2630 -5.4222
H -2.6005 -2.3141 -5.8865
C -1.0622 -3.4018 -4.8449
H -1.6025 -4.3556 -4.8735
C 0.1945 -3.3650 -4.2216
H 0.5959 -4.2563 -3.7377
C 0.9298 -2.1943 -4.2020
H 1.9482 -2.1961 -3.8129
H 0.8087 0.3492 -2.8532
Si 0.6705 -0.2966 -6.3314
C 1.2092 -1.5703 -7.5338
C 0.5973 -1.5901 -8.8011
H 0.2482 -0.6555 -9.2469
C 0.3890 -2.8272 -9.4152
H -0.1608 -2.8722 -10.3517
C 0.8517 -3.9994 -8.8070
H 0.6000 -4.9750 -9.2252
C 1.6603 -3.9268 -7.6672
H 2.0718 -4.8246 -7.2112
C 1.9216 -2.6930 -7.0808
H 2.5881 -2.5961 -6.2221
C 0.2896 1.2743 -7.2659
C -1.0335 1.6613 -7.5059
H -1.8540 1.0409 -7.1470
C -1.2984 2.8296 -8.2241
H -2.3377 3.1157 -8.3900
C -0.2610 3.6109 -8.7268
H -0.4808 4.5187 -9.2900
C 1.0608 3.2181 -8.5046
H 1.8762 3.8149 -8.8993
C 1.3405 2.0621 -7.7786
H 2.3738 1.7590 -7.5972
H 2.8983 1.3450 -3.6498
Cl 2.7455 -0.9410 -1.9414
C 3.0422 0.7270 3.2024
O 2.3902 1.7742 2.4309
C 1.7863 1.2945 1.3314
O 1.7215 0.0849 1.0773
N 1.2547 2.2847 0.5739
N 0.6626 1.9667 -0.6989
H 3.4629 1.2368 4.0683
H 3.8337 0.2512 2.6060
H 2.3167 -0.0269 3.5208
H 1.4855 3.2561 0.7894
H 1.1776 2.4438 -1.4556
H -0.2796 2.3783 -0.7170
```

Charges obtained by Mulliken population analysis, quoted in units of e:
1. C -0.3830
2. C -0.6782
3. C -0.2043
4. H 0.5476
5. C -1.0394
6. C -0.8847
7. H 0.4342
8. H 0.4571
9. H 0.8318
10. H 0.5108
11. Mn 0.7029
12. Si -0.0705
13. C 0.9000
14. C -0.8211
15. H 0.3990
16. C -0.5745
17. H 0.4206
18. C -0.6376
19. H 0.3983
20. C -1.0491
21. H 0.4583
22. C 0.1952
23. H 0.5506
24. C 2.7799
25. C -0.4116
26. H 0.7652
27. C -1.3101
28. H 0.4125
29. C -0.7291
30. H 0.4701
31. C -0.7313
32. H 0.5264
33. C -0.7781
34. H 0.2781
35. H 0.2584
36. Si -0.6607
37. C 0.5653
38. C -0.7792
39. H 0.3981
40. C -0.5551
41. H 0.4186
42. C -0.5812
43. H 0.4031
44. C -0.3272
45. H 0.4307
46. C -0.5839
47. H 0.4750
48. C 0.8411
49. C -0.0969
50. H 0.3856
51. C -0.8475
52. H 0.4058
53. C -0.4876
54. H 0.4027
55. C -0.6643
56. H 0.4152
57. C -0.5312
58. H 0.4608
59. H -0.1375
60. Cl -0.5567
61. C -0.6228
62. O -0.4552
63. C 0.7787
64. O -0.6060
65. N -0.4799
66. N -0.1541
67. H 0.2562
68. H 0.2850
69. H 0.2807
70. H 0.2923
71. H 0.3110
72. H 0.3272

Record 5
The following is a DFT calculation (the ωB97M-V functional and the def2-TZVPD basis) of a structure of composition C6H13OP at a distorted geometry.

Computed properties:
- Total charge: 0
- Maximum force: 4.264 eV/Å
- Energy relative to the best compared isomer or geometry (same formula, charge and spin): 3.431 eV
- Orbital gap (alpha / beta): 7.774 / 8.081 eV
- LUMO (alpha / beta): 0.04 / -0.65 eV
- Highest occupied orbital energy (alpha / beta): -7.738 / -8.729 eV

XYZ file:
```
21
C6H13OP, DFT the ωB97M-V functional and the def2-TZVPD basis
C -0.2560 0.0820 -1.6519
C -0.4390 1.1094 -0.5287
C -0.5780 -1.3100 -0.9997
C 0.8572 1.7753 -0.0487
C 0.6722 -2.1456 -1.0264
C -0.0420 0.3724 3.1993
O -2.5619 -0.3837 0.5184
P -1.1353 -0.3609 0.4629
H -0.9176 0.3365 -2.5610
H 0.9069 0.1156 -1.8836
H -1.0540 1.9487 -0.8178
H -1.4173 -1.8922 -1.3356
H 1.6587 1.0608 -0.0759
H 0.6867 2.2226 0.9045
H 0.9482 2.5767 -0.9275
H 1.2769 -1.6228 -0.2982
H 1.1609 -2.1189 -1.9979
H 0.3347 -3.0902 -0.8601
H -0.1725 -0.5707 3.7204
H 0.8981 0.8365 3.0710
H -0.8267 1.0584 3.1365
```

Charges obtained by Mulliken population analysis, quoted in units of e:
1. C -0.9384
2. C 0.1537
3. C 0.1704
4. C -1.2868
5. C -1.4367
6. C -1.0874
7. O -0.6704
8. P 0.3532
9. H 0.2272
10. H 0.2950
11. H 0.4389
12. H 0.5552
13. H 0.3388
14. H 0.3502
15. H 0.3357
16. H 0.3797
17. H 0.3132
18. H 0.4150
19. H 0.3475
20. H 0.3338
21. H 0.4121

Record 6
The following is a DFT calculation (the ωB97M-V functional and the def2-TZVPD basis) of the molecule C6H7NS at a distorted geometry.

Computed properties:
- SMILES: C#C/C=C(/C)NC=S
- Total charge: 0
- Maximum force: 3.157 eV/Å
- Energy relative to the best compared isomer or geometry (same formula, charge and spin): 2.503 eV
- Orbital gap: 8.299 eV
- LUMO: 0.00 eV
- Highest occupied orbital energy: -8.294 eV

XYZ file:
```
15
C6H7NS, DFT the ωB97M-V functional and the def2-TZVPD basis
C 1.0732 1.6074 0.0447
C 0.0307 0.5131 -0.0603
C 1.7272 -1.3254 0.0726
C -1.3144 0.7459 -0.0185
C -2.2455 -0.3021 0.0418
C -2.9374 -1.2567 -0.0157
H 1.5842 1.4711 0.9869
H 1.7978 1.5471 -0.7618
H 0.5080 2.5702 -0.0127
H -0.2657 -1.4640 -0.2383
H 1.6896 -2.4080 0.2501
H -1.6524 1.7603 -0.1802
H -3.6143 -2.0884 0.0431
N 0.4621 -0.8117 -0.1168
S 3.1568 -0.5588 -0.0348
```

Charges obtained by Mulliken population analysis, quoted in units of e:
1. C -1.5209
2. C 0.9891
3. C -0.1209
4. C -0.7344
5. C -0.6497
6. C 0.2218
7. H 0.3805
8. H 0.3899
9. H 0.3064
10. H 0.1785
11. H 0.2837
12. H 0.2877
13. H 0.4199
14. N -0.1256
15. S -0.3059